Computed, not measured: a 4-piece molecular cluster, C26H57F9NO15P4S overall in a non-equilibrium geometry, with ωB97M-V/def2-TZVPD.

Computed properties:
calculated total energy	-132512.238	eV
E_HOMO	-10.993	eV
LUMO energy	-4.987	eV
net charge	+1
HOMO-LUMO gap	6.01	eV

Last column: Mulliken charge in e.
Positions of all 113 atoms, in Å:
C -2.74037 1.22595 -0.50707  -0.612
C -2.30242 2.62965 -0.28022  -0.359
P -3.03710 4.08683 -1.34485  0.763
C -4.48018 3.35392 -2.42987  -0.660
C -5.58289 4.51263 -2.73560  -0.771
C -7.14191 4.14186 -2.39682  0.627
F -7.69036 3.60601 -3.70538  -0.313
F -7.30166 2.95878 -1.46902  -0.303
C -8.11060 5.40305 -2.03882  0.708
F -8.00904 6.35837 -3.20530  -0.246
F -9.53867 4.93738 -2.05569  -0.227
S -7.76023 6.36874 -0.50536  1.162
F -6.61125 5.28689 0.13307  -0.273
F -9.03318 5.48900 0.31133  -0.309
F -8.98694 7.50780 -1.00372  -0.318
F -6.59807 7.39838 -1.22957  -0.292
F -7.60333 7.29470 0.93094  -0.277
O -1.72604 4.71493 -2.30317  -0.144
C -2.19172 5.38985 -3.52393  -0.092
C -0.87115 5.99222 -4.35549  -0.975
O -3.57802 5.27571 -0.19210  -0.148
N -2.94233 5.17470 0.98855  0.262
O -2.67168 6.34112 1.32717  -0.262
H -2.57225 0.71146 -1.54540  0.317
H -3.30292 0.65590 0.35442  0.281
H -1.53531 2.93098 0.56463  0.365
H -3.94878 3.07709 -3.46296  0.390
H -4.88744 2.34530 -2.00543  0.569
H -5.53224 4.73304 -3.90826  0.389
H -5.19253 5.50883 -2.22652  0.392
H -2.72422 4.66970 -4.30404  0.212
H -2.93200 6.28271 -3.34577  0.264
H -1.01786 5.87472 -5.53443  0.349
H -0.69043 7.12605 -4.13048  0.261
H 0.06097 5.33383 -4.08707  0.250
O 2.24600 4.46394 -0.88698  -0.713
P 3.38168 5.17880 -0.11468  1.082
O 3.17900 4.29836 1.27297  -0.433
C 3.71108 2.98726 1.30396  -0.181
C 5.21687 3.01415 1.47976  -1.080
O 2.46026 6.48697 0.34277  -0.355
C 1.40636 6.94921 -0.48618  -0.634
C 0.07662 6.41817 0.01694  -0.730
O 4.65064 5.97754 0.74825  -0.231
C 5.63263 6.57605 -0.08218  -0.310
C 5.07570 7.75681 -0.85654  -1.003
H 3.43268 2.44224 0.39648  0.261
H 3.25438 2.46986 2.15515  0.291
H 5.70277 3.43879 0.59570  0.205
H 5.60870 2.00418 1.63231  0.425
H 5.49872 3.63794 2.33450  0.265
H 1.57984 6.68149 -1.53416  0.370
H 1.40220 8.04224 -0.43665  0.408
H 0.07822 5.32814 0.09470  0.173
H -0.73960 6.72086 -0.64636  0.290
H -0.12997 6.80076 1.02253  0.327
H 6.03930 5.82345 -0.76205  0.303
H 6.44790 6.91649 0.56620  0.366
H 4.32812 7.42649 -1.58557  0.252
H 5.87211 8.27434 -1.40106  0.426
H 4.58251 8.46689 -0.18632  0.234
O 1.56890 -3.33499 0.68913  -0.637
P 0.68487 -2.99170 1.91301  1.028
O -0.74750 -3.16885 1.10138  -0.413
C -1.21862 -4.48454 0.87762  -0.258
C -1.80408 -5.07671 2.14473  -0.948
O 0.81025 -1.34143 1.73842  -0.421
C 1.98531 -0.76323 1.19396  -0.038
C 1.77555 -0.44168 -0.27436  -1.144
O -0.30291 -2.60813 3.28052  -0.209
C 0.32586 -2.82744 4.53298  -0.294
C 1.46849 -1.85684 4.77032  -1.000
H -0.41413 -5.11520 0.48628  0.188
H -1.99785 -4.42582 0.10941  0.329
H -1.02308 -5.23644 2.89473  0.160
H -2.28190 -6.03922 1.93952  0.432
H -2.54287 -4.39981 2.58649  0.273
H 2.85416 -1.41263 1.34700  0.381
H 2.18303 0.16233 1.74298  0.154
H 1.46050 -1.32113 -0.84136  0.371
H 2.69320 -0.04688 -0.72142  0.349
H 0.98116 0.30372 -0.39093  0.157
H 0.67746 -3.86069 4.58554  0.271
H -0.43477 -2.69301 5.31037  0.371
H 2.28738 -2.04003 4.06653  0.240
H 1.86527 -1.96500 5.78495  0.437
H 1.14101 -0.82340 4.62393  0.224
O 1.05719 -8.96269 1.69529  -0.709
P 1.84147 -9.38401 0.42855  1.056
O 2.73397 -10.54589 1.20012  -0.360
C 2.10763 -11.78627 1.46886  -0.318
C 2.00346 -12.62789 0.21194  -0.943
O 2.96991 -8.16510 0.53075  -0.414
C 2.62151 -6.90745 1.08613  -0.265
C 3.08149 -6.83029 2.53037  -1.157
O 2.71778 -9.85478 -0.98685  -0.223
C 2.05895 -9.55423 -2.20657  -0.339
C 1.97507 -8.05848 -2.45091  -0.862
H 1.12116 -11.62547 1.91506  0.263
H 2.72467 -12.31005 2.20758  0.333
H 1.31254 -12.17159 -0.50388  0.210
H 1.63835 -13.63234 0.44563  0.413
H 2.97606 -12.70948 -0.28458  0.234
H 1.54695 -6.71650 0.99181  0.346
H 3.13126 -6.13557 0.50172  0.401
H 2.68635 -7.65636 3.12676  0.313
H 2.76924 -5.88670 2.98855  0.249
H 4.17330 -6.90159 2.58629  0.322
H 1.06247 -10.00255 -2.19979  0.303
H 2.63179 -10.02446 -3.01384  0.362
H 1.32281 -7.57949 -1.71295  0.123
H 1.56879 -7.84989 -3.44591  0.429
H 2.96051 -7.59170 -2.36323  0.239